Formula: C41H110N3O17Zr
Source: the OMol25 dataset
Level of theory: the ωB97M-V functional and the def2-TZVPD basis

Calculated values
F_max   7.23 eV/A
Spin multiplicity   1
Total charge   +1
LUMO energy   -3.704 eV

Element x y z (Å)
Zr1 2.60380 -1.01299 0.71923
C1 4.77216 3.18792 0.26127
C2 4.52779 2.68643 -1.16337
C3 5.70243 3.24552 -1.96497
C4 5.93409 2.63184 -3.32900
C5 6.11351 1.13251 -3.19885
C6 4.97897 0.47822 -2.40340
N1 4.59294 1.24073 -1.21707
O1 3.72164 0.61363 -0.40905
C7 5.45267 -0.91994 -1.99208
C8 3.74324 0.37916 -3.33778
C9 3.23014 3.19242 -1.74557
H1 4.58802 4.26373 0.31321
H2 5.80382 3.07098 0.59576
H3 4.15465 2.67560 0.99957
H4 6.67069 3.15229 -1.45683
H5 5.55412 4.32789 -1.99943
H6 6.75904 3.14498 -3.82625
H7 5.08603 2.86645 -3.99029
H8 7.08995 1.00095 -2.71480
H9 6.23233 0.61234 -4.15092
H10 6.41606 -0.79523 -1.50670
H11 5.52048 -1.50503 -2.91127
H12 4.73694 -1.45772 -1.37067
H13 3.75734 1.04118 -4.20963
H14 2.83963 0.65194 -2.79078
H15 3.68071 -0.59398 -3.84282
H16 3.08009 4.27683 -1.76223
H17 2.36453 2.85005 -1.16536
H18 2.97569 2.86077 -2.75422
C10 3.73192 -1.14997 5.07278
C11 3.36026 -2.55967 4.59665
C12 3.31018 -3.48784 5.85112
C13 1.95027 -3.51998 6.54774
C14 0.82448 -3.70447 5.54317
C15 0.80181 -2.65036 4.43137
N2 2.11825 -2.61801 3.84018
O2 2.13710 -1.76777 2.76837
C16 0.38322 -1.31994 5.08164
C17 -0.29336 -3.12080 3.47384
C18 4.42763 -3.19055 3.70708
H19 4.78861 -0.92496 4.94283
H20 3.43767 -0.92700 6.10350
H21 3.13892 -0.38451 4.55855
H22 4.05218 -3.09178 6.54386
H23 3.60576 -4.50782 5.59742
H24 1.88882 -2.58580 7.11712
H25 1.98600 -4.35250 7.25246
H26 -0.10723 -3.77129 6.10278
H27 1.08942 -4.67819 5.10875
H28 0.42673 -0.54327 4.31925
H29 0.96528 -0.99915 5.94960
H30 -0.60888 -1.41950 5.52936
H31 -1.29787 -2.93600 3.84774
H32 -0.17376 -4.19282 3.31834
H33 -0.18280 -2.54500 2.55148
H34 4.16299 -4.23726 3.53872
H35 5.45266 -3.20796 4.09020
H36 4.57063 -2.77870 2.69825
C19 -1.26903 -0.04444 2.34907
C20 -1.65634 -0.23209 0.88537
C21 -2.93910 0.60390 0.71427
C22 -3.35136 0.91704 -0.72325
C23 -2.13403 1.47151 -1.44012
C24 -0.85113 0.60404 -1.31723
N3 -0.61900 0.42976 0.09496
O3 0.59794 -0.20050 0.29099
C25 0.23103 1.49595 -1.95800
C26 -0.92697 -0.68362 -2.16379
C27 -1.96935 -1.69505 0.62815
H37 -0.26261 -0.33569 2.66031
H38 -1.98350 -0.50853 3.02892
H39 -1.17746 1.03238 2.54353
H40 -2.88774 1.54052 1.27244
H41 -3.79019 0.05179 1.12681
H42 -4.23185 1.56013 -0.74185
H43 -3.64073 0.02015 -1.29166
H44 -1.91956 2.42892 -0.94454
H45 -2.24425 1.70190 -2.50277
H46 0.22248 2.43808 -1.40295
H47 -0.02924 1.67459 -2.99768
H48 1.22591 1.06916 -1.83588
H49 -0.41199 -0.61217 -3.12912
H50 -1.92554 -1.01650 -2.46190
H51 -0.41274 -1.49101 -1.63697
H52 -2.38449 -1.93459 -0.35472
H53 -2.86292 -1.96578 1.20617
H54 -1.14837 -2.33567 0.94336
C28 -4.89697 1.64773 3.98317
O4 -5.12897 1.62956 5.39434
H55 -3.99255 1.10538 3.68070
H56 -5.74300 1.25274 3.40579
H57 -4.81165 2.70851 3.75023
H58 -5.41914 0.73637 5.61590
C29 2.46064 -2.60076 -2.29972
O5 2.25449 -1.40956 -1.55197
H59 1.79725 -2.63287 -3.16128
H60 3.48595 -2.69885 -2.66559
H61 2.30028 -3.50157 -1.71473
H62 2.32901 -0.68112 -2.19382
C30 0.05945 -5.78385 -2.03526
O6 -0.11454 -4.36083 -1.83725
H63 1.12383 -6.05112 -2.00612
H64 -0.29088 -6.31692 -1.13892
H65 -0.53903 -6.15201 -2.86297
H66 -0.48098 -4.10276 -2.70095
C31 1.55828 2.11882 1.66828
O7 2.30609 0.95512 2.10285
H67 1.58870 2.25354 0.59561
H68 0.52202 2.08266 2.00343
H69 2.01594 2.96825 2.18547
H70 2.31694 1.02567 3.06642
C32 -7.67744 0.82386 -0.62724
O8 -7.81126 1.64897 -1.77882
H71 -8.60267 0.89661 -0.05121
H72 -7.58036 -0.20246 -0.97606
H73 -6.80821 1.06406 -0.01370
H74 -7.68452 2.56807 -1.52234
C33 -4.75662 -1.66444 -4.26671
O9 -5.67098 -1.64507 -5.35448
H75 -4.07960 -2.51462 -4.33604
H76 -4.10442 -0.78271 -4.36850
H77 -5.18108 -1.62260 -3.26119
H78 -6.28888 -0.93900 -5.12967
C34 1.15979 4.39299 -5.08155
O10 1.29180 5.77150 -4.82122
H79 1.92400 4.01431 -5.75882
H80 1.11360 3.82302 -4.14274
H81 0.19262 4.22014 -5.58725
H82 0.75517 5.95589 -4.03198
C35 -4.97014 3.71620 -3.15681
O11 -5.10191 5.10723 -3.49309
H83 -5.35511 3.61160 -2.14914
H84 -5.49451 3.07918 -3.87513
H85 -3.91632 3.43292 -3.28945
H86 -5.20234 5.16500 -4.44735
C36 -0.46382 2.10903 5.58787
O12 0.26591 2.96933 4.71967
H87 -1.36772 1.78603 5.06443
H88 0.14626 1.22706 5.78396
H89 -0.71071 2.45297 6.59733
H90 -0.36147 3.60727 4.36659
C37 -2.48098 -5.06253 0.56410
O13 -3.84077 -5.43329 0.54866
H91 -2.16425 -4.73312 1.56908
H92 -1.80777 -5.89547 0.34269
H93 -2.23308 -4.17804 -0.01245
H94 -3.96867 -5.95764 1.34501
C38 1.22975 -4.24492 1.04551
O14 1.07037 -2.93880 0.41353
H95 1.68303 -4.88851 0.27853
H96 1.80310 -4.23217 1.96430
H97 0.24217 -4.69326 1.18380
H98 0.57765 -3.18571 -0.39971
C39 -0.72366 -2.97082 -5.71685
O15 -0.44743 -3.95996 -4.73158
H99 -1.50254 -3.22051 -6.43755
H100 -1.02499 -2.03466 -5.22879
H101 0.15026 -2.66486 -6.30171
H102 0.47719 -4.20247 -4.83249
C40 -4.87150 3.81391 1.18886
O16 -5.37191 4.89913 0.40600
H103 -5.45232 2.89690 1.23207
H104 -3.88040 3.55876 0.78493
H105 -4.73663 4.20076 2.20629
H106 -4.67355 5.55134 0.33064
C41 -1.59813 5.28948 -2.79614
O17 -0.46971 6.12990 -2.71635
H107 -1.28247 4.26467 -3.03434
H108 -2.27776 5.25643 -1.94958
H109 -2.14637 5.48858 -3.72469
H110 -0.51711 6.77170 -2.00654